Record 1
104
Properties=species:S:1:pos:R:3:forces:R:3 method="wB97M-V/def2-TZVPD" charge=-1 orbital_gap_ev=5.825 multiplicity=1 e_homo_ev=-5.0 e_tot_ev=-84516.1014
C 2.354 -1.194 -4.728 0.18 0.62 0.74
C 1.720 -0.588 -3.432 -1.28 0.59 -0.46
O 0.532 -0.427 -3.373 0.45 -0.17 -0.22
O 2.488 -0.170 -2.326 0.21 -1.61 -0.84
C 2.371 -1.167 -1.310 1.49 -1.40 1.82
O 1.354 -1.507 -0.799 -0.26 0.60 -0.93
C 3.720 -1.872 -0.911 0.22 0.51 -0.98
C 4.645 -0.817 -0.206 0.22 1.02 0.75
C 5.500 0.169 -1.110 0.71 -0.78 0.38
C 6.824 -0.468 -1.661 1.10 0.27 -0.60
C 7.972 0.448 -1.766 0.48 -1.71 -0.62
C 9.276 0.005 -2.223 -1.72 -1.58 0.28
C 9.447 -1.410 -2.571 -1.52 1.08 0.54
C 8.315 -2.307 -2.491 -0.19 1.45 0.42
C 6.998 -1.858 -2.036 1.94 1.45 -0.28
C 5.592 -1.347 0.982 -1.48 -0.54 -0.31
O 5.524 -0.268 1.881 1.52 -1.48 -0.54
B 4.107 0.253 1.935 1.84 -0.76 0.28
C 3.442 -0.747 3.067 -1.30 0.39 0.42
C 1.935 -0.477 3.446 0.86 -0.88 1.83
C 1.736 0.578 4.606 -1.32 -0.39 -0.58
Cl 0.857 -0.052 2.043 0.46 -0.61 0.68
C 4.356 1.809 2.421 -0.47 0.57 -0.55
C 3.728 2.922 1.515 -0.11 1.83 0.88
N 4.115 4.242 2.150 0.98 -0.43 -0.39
N 2.231 2.927 1.532 0.70 -0.07 0.32
N 4.251 2.961 0.136 -0.56 -0.91 0.09
O 3.706 0.008 0.517 -0.21 -0.26 -0.75
H 3.156 -0.508 -5.116 -0.60 -0.86 0.45
H 2.751 -2.213 -4.500 -0.11 0.88 -0.25
H 1.525 -1.261 -5.474 0.75 0.02 0.74
H 3.510 -2.748 -0.242 -0.10 1.08 -0.45
H 4.140 -2.292 -1.863 -0.12 0.43 0.68
H 5.835 0.978 -0.404 -0.54 -0.76 -0.66
H 4.889 0.665 -1.905 0.47 -0.58 0.51
H 7.832 1.518 -1.489 0.05 -1.02 -0.18
H 10.138 0.713 -2.277 -0.90 -0.72 0.04
H 10.451 -1.769 -2.891 -1.01 0.21 0.25
H 8.460 -3.368 -2.785 -0.16 0.84 0.29
H 6.160 -2.580 -1.979 0.75 0.60 -0.01
H 6.615 -1.718 0.716 -0.60 1.05 0.06
H 5.094 -2.308 1.339 0.21 0.91 0.10
H 3.561 -1.834 2.804 -0.21 0.96 0.02
H 4.035 -0.602 4.019 -0.57 -0.07 -0.84
H 1.533 -1.443 3.866 0.02 0.99 -0.62
H 0.623 0.617 4.803 1.04 0.06 -0.13
H 2.033 1.614 4.323 0.12 -0.89 0.30
H 2.194 0.207 5.557 0.00 0.45 -0.92
H 5.469 1.995 2.419 -1.02 -0.26 -0.09
H 4.030 1.938 3.488 0.07 0.22 -0.97
H 5.146 4.230 2.121 -0.46 0.17 0.31
H 3.860 5.016 1.527 -0.15 -0.32 0.10
H 2.007 3.453 2.385 -0.22 -0.30 -0.47
H 1.869 3.445 0.730 0.24 -0.02 0.28
H 4.274 3.907 -0.243 -0.31 -0.24 0.29
H 3.633 2.379 -0.438 0.52 0.03 0.04
C -7.599 3.227 -2.736 0.09 -0.01 0.05
C -7.710 4.022 -1.598 0.10 -0.04 0.00
C -6.660 4.093 -0.695 -0.22 0.07 -0.06
C -5.499 3.359 -0.918 -0.18 -0.03 -0.14
C -5.397 2.543 -2.045 -0.19 0.12 0.04
C -6.446 2.489 -2.958 -0.22 0.06 -0.05
C -4.184 1.715 -2.271 0.29 -0.46 -0.39
O -4.097 1.008 -3.257 -0.14 0.12 0.05
C -3.091 1.762 -1.271 0.07 0.01 0.15
C -1.971 0.950 -1.437 0.10 -0.06 0.05
C -0.935 0.997 -0.514 0.02 0.10 -0.05
C -1.009 1.864 0.575 -0.08 0.41 -0.13
C -2.125 2.670 0.748 0.19 -0.01 -0.08
C -3.173 2.616 -0.167 0.06 0.02 -0.15
C -4.374 3.455 0.048 0.21 0.29 0.50
O -4.446 4.209 1.002 -0.12 -0.08 -0.08
H -8.416 3.180 -3.446 0.04 -0.01 0.04
H -8.616 4.589 -1.419 0.05 -0.02 -0.01
H -6.748 4.717 0.187 0.17 -0.08 -0.02
H -6.366 1.866 -3.842 0.15 -0.02 0.12
H -1.905 0.277 -2.283 -0.06 0.11 0.01
H -0.068 0.360 -0.643 -0.07 0.01 -0.02
H -0.196 1.905 1.293 -0.10 0.10 -0.21
H -2.180 3.339 1.600 -0.13 0.00 -0.09
C -3.214 -0.319 1.661 -0.15 -0.10 0.09
C -4.366 0.444 1.842 -0.08 -0.26 0.01
C -5.616 -0.141 1.693 0.09 0.24 0.04
C -5.720 -1.486 1.352 0.12 -0.02 -0.05
C -4.564 -2.244 1.148 -0.04 0.16 0.03
C -3.312 -1.659 1.315 0.10 0.11 0.03
C -4.659 -3.666 0.736 0.65 -0.17 -0.05
O -3.657 -4.331 0.561 -0.17 -0.02 0.01
C -6.005 -4.264 0.532 -0.24 -0.08 -0.05
C -6.111 -5.580 0.090 -0.12 -0.20 -0.06
C -7.362 -6.152 -0.091 0.04 0.11 0.05
C -8.512 -5.415 0.178 0.08 0.06 0.02
C -8.411 -4.102 0.613 -0.13 -0.18 -0.07
C -7.157 -3.520 0.782 0.00 -0.21 -0.06
C -7.061 -2.102 1.214 -0.40 0.51 0.15
O -8.068 -1.458 1.444 0.04 -0.15 -0.04
H -2.240 0.133 1.785 -0.05 -0.12 0.05
H -4.290 1.494 2.100 0.00 -0.08 0.05
H -6.510 0.454 1.840 -0.03 -0.17 -0.03
H -2.412 -2.245 1.171 -0.12 -0.03 -0.04
H -5.219 -6.159 -0.117 0.04 0.18 0.08
H -7.442 -7.175 -0.439 0.01 0.05 0.02
H -9.489 -5.865 0.043 0.05 0.03 0.01
H -9.308 -3.530 0.816 0.16 0.10 0.02

Record 2
32
Properties=species:S:1:pos:R:3:forces:R:3 method="wB97M-V/def2-TZVPD" charge=-1 orbital_gap_ev="5.798 / 5.770" multiplicity=6 e_homo_ev="-3.2 / -3.2" s2=8.760 e_tot_ev=-75743.8799
Lu 0.067 0.048 0.643 0.82 -1.15 -0.30
Cl -0.223 2.205 -0.831 0.15 0.47 0.18
C -2.095 -0.190 0.857 -1.06 -0.21 0.27
H -2.277 -0.690 1.818 -0.17 0.03 0.02
H -2.568 -0.792 0.076 0.03 -0.03 -0.04
H -2.597 0.779 0.869 -0.22 0.14 0.11
Sm 0.425 0.443 -2.800 0.06 -0.12 -0.08
C 2.710 0.877 -3.331 0.73 0.05 -0.32
C -0.981 0.064 -4.691 -0.33 -0.18 -0.69
C 0.457 -1.283 -1.214 -0.20 -0.35 -0.76
H -1.393 -0.959 -4.735 0.01 0.18 -0.05
H -1.836 0.758 -4.675 -0.05 -0.06 -0.08
H -0.446 0.242 -5.643 -0.16 -0.06 0.14
H 3.419 0.101 -2.988 -0.14 0.20 -0.09
H 2.840 0.974 -4.429 0.05 0.00 0.29
H 3.036 1.832 -2.886 0.07 -0.06 -0.08
H -0.317 -2.056 -1.472 -0.12 0.68 0.43
H 1.360 -1.916 -1.375 0.14 0.55 0.37
C 0.819 -1.933 1.720 -0.20 0.32 1.09
C 0.554 -1.285 2.992 0.96 -0.43 -1.24
C -0.373 -1.823 3.925 -0.41 0.28 0.30
C -0.541 -1.239 5.165 0.02 0.19 -0.25
C 0.158 -0.057 5.499 0.22 0.03 0.02
C 0.995 0.541 4.554 -0.15 0.44 0.56
C 1.166 -0.013 3.285 -0.32 -0.68 0.02
H 1.851 -2.000 1.357 -0.37 0.13 0.13
H 0.145 -2.739 1.417 0.42 0.02 0.18
H -0.943 -2.717 3.630 0.43 0.36 0.25
H -1.214 -1.691 5.901 0.22 0.16 -0.28
H 0.047 0.369 6.501 0.07 -0.07 -0.44
H 1.526 1.469 4.821 -0.30 -0.46 -0.16
H 1.873 0.447 2.563 -0.20 -0.36 0.49

Record 3
79
Properties=species:S:1:pos:R:3:forces:R:3 method="wB97M-V/def2-TZVPD" charge=-1 de_lowest_kj_mol=137.35 orbital_gap_ev="7.016 / 7.041" multiplicity=2 e_homo_ev="-4.8 / -4.9" s2=0.758 e_tot_ev=-147124.4809
Ru 0.722 -0.233 -0.546 -0.51 0.44 -0.54
O 3.574 0.835 2.828 0.08 0.02 -0.12
C 2.582 0.557 1.968 -0.66 -0.22 0.35
O 2.692 0.662 0.775 0.23 -0.09 -0.09
C 1.307 0.117 2.635 0.70 0.19 -0.42
C 1.215 -0.029 4.000 -0.37 -0.15 0.11
C -0.006 -0.466 4.522 0.27 0.09 -0.09
C -1.037 -0.716 3.649 -0.13 -0.05 -0.11
C -0.845 -0.531 2.279 0.07 0.01 0.06
N 0.309 -0.119 1.774 0.08 0.16 0.43
C -1.969 -0.756 1.282 0.16 0.02 0.42
O -3.075 -1.058 1.711 -0.03 0.04 -0.18
O -1.598 -0.536 0.092 0.21 0.02 -0.09
H 4.345 1.068 2.288 -0.01 0.01 0.01
H 2.068 0.178 4.627 0.02 0.01 0.00
H -0.124 -0.609 5.588 -0.02 0.00 0.00
H -2.011 -1.062 3.965 0.00 -0.01 0.01
C -0.143 2.555 0.328 0.06 -0.17 0.14
C 0.572 1.775 -0.794 -0.19 0.17 0.09
O 1.094 2.434 -1.669 -0.01 -0.14 0.02
H -0.385 3.563 -0.013 0.01 0.00 -0.04
H 0.534 2.637 1.182 0.02 -0.04 -0.02
H -1.038 2.027 0.661 0.03 0.05 0.05
Cl 2.223 -0.500 -2.316 0.22 0.10 0.30
S 1.704 -2.484 0.189 -0.43 -0.27 0.09
C 0.398 -3.218 0.977 0.34 0.29 -0.16
N -0.510 -3.699 1.514 -0.05 -0.06 0.10
C -0.402 -0.271 -3.948 0.11 0.09 -0.09
C -0.075 1.172 -4.308 0.09 -0.06 0.05
As -0.176 1.645 -6.208 -0.02 0.05 -0.05
C -1.978 0.944 -6.513 -0.04 -0.01 -0.09
C -3.027 1.848 -6.360 -0.04 -0.03 0.01
C -4.347 1.439 -6.490 0.04 0.00 -0.03
C -4.636 0.115 -6.789 0.02 0.01 -0.01
C -3.600 -0.794 -6.949 0.00 0.00 0.02
C -2.280 -0.383 -6.811 -0.02 0.00 -0.01
C 0.908 0.216 -6.976 0.00 0.01 -0.01
C 0.684 -0.210 -8.284 0.02 -0.03 0.00
C 1.508 -1.159 -8.871 -0.01 0.02 0.01
C 2.579 -1.685 -8.160 0.01 -0.01 0.00
C 2.823 -1.251 -6.866 -0.01 0.02 0.01
C 1.996 -0.302 -6.277 0.01 -0.04 -0.03
P -0.863 -0.464 -2.189 0.00 -0.45 0.01
C -2.426 0.476 -2.299 -0.06 0.10 0.09
C -2.525 1.790 -1.852 -0.05 -0.09 -0.02
C -3.692 2.516 -2.038 0.00 0.00 -0.03
C -4.779 1.938 -2.678 -0.02 0.02 0.01
C -4.680 0.641 -3.154 0.02 -0.04 0.04
C -3.509 -0.081 -2.975 0.01 0.01 -0.07
C -1.306 -2.234 -2.120 -0.09 0.00 -0.15
C -0.396 -3.139 -2.666 -0.02 0.00 -0.01
C -0.647 -4.501 -2.618 0.02 0.00 0.00
C -1.805 -4.976 -2.021 0.01 0.01 0.01
C -2.700 -4.084 -1.449 0.02 0.00 -0.01
C -2.449 -2.721 -1.488 0.00 -0.01 0.03
H 0.444 -0.919 -4.139 0.07 -0.05 -0.12
H -1.258 -0.654 -4.512 -0.01 0.06 0.06
H 0.918 1.442 -3.947 -0.02 0.00 0.08
H -0.765 1.872 -3.834 -0.01 0.02 -0.01
H -2.811 2.885 -6.124 0.01 0.00 -0.01
H -5.149 2.154 -6.356 0.00 0.00 0.01
H -5.664 -0.208 -6.890 -0.01 0.00 0.00
H -3.817 -1.832 -7.170 0.00 0.00 -0.01
H -1.482 -1.107 -6.929 0.00 0.00 0.00
H -0.150 0.194 -8.849 0.00 0.00 0.01
H 1.314 -1.487 -9.885 0.00 0.00 0.00
H 3.220 -2.430 -8.615 0.00 0.00 0.00
H 3.655 -1.653 -6.301 0.00 0.00 0.00
H 2.208 0.021 -5.264 -0.02 0.00 0.04
H -1.687 2.255 -1.365 -0.04 0.02 -0.01
H -3.748 3.537 -1.682 0.00 0.00 0.01
H -5.695 2.500 -2.813 0.00 0.01 -0.01
H -5.514 0.185 -3.673 0.01 0.00 -0.01
H -3.440 -1.083 -3.378 -0.01 -0.06 0.03
H 0.538 -2.785 -3.084 0.00 0.00 -0.01
H 0.081 -5.192 -3.025 0.00 0.00 -0.01
H -1.993 -6.041 -1.971 0.00 -0.01 0.00
H -3.581 -4.447 -0.937 0.00 0.00 0.01
H -3.118 -2.042 -0.978 -0.04 0.03 -0.06

Record 4
152
Properties=species:S:1:pos:R:3:forces:R:3 method="wB97M-V/def2-TZVPD" charge=+1 de_lowest_kj_mol=54.90 orbital_gap_ev=6.888 multiplicity=1 e_homo_ev=-9.5 e_tot_ev=-279614.2707
Pb 0.314 0.068 0.834 -0.33 -0.63 -0.52
C 6.149 0.427 5.699 -0.03 0.02 -0.02
C 6.324 -0.384 4.406 -0.03 -0.03 -0.01
C 6.616 -1.851 4.753 -0.01 0.01 -0.01
C 7.512 0.187 3.632 -0.02 -0.02 -0.01
C 5.030 -0.324 3.601 0.08 0.02 0.03
C 3.819 -0.703 4.177 -0.05 -0.03 0.03
C 2.658 -0.616 3.438 -0.01 0.08 -0.10
N 2.625 -0.198 2.169 0.12 0.04 0.14
C 3.780 0.130 1.586 -0.05 -0.07 -0.13
C 4.986 0.082 2.274 0.04 0.04 -0.02
C 3.720 0.483 0.132 -0.08 -0.06 0.13
C 4.784 1.075 -0.520 0.07 0.07 0.00
C 4.726 1.339 -1.888 0.07 0.04 -0.02
C 3.578 0.933 -2.550 -0.05 -0.05 -0.04
C 2.541 0.364 -1.829 -0.03 0.03 0.11
N 2.587 0.164 -0.515 0.14 -0.05 0.05
C 5.885 2.042 -2.580 0.08 0.00 -0.01
C 7.141 1.163 -2.468 -0.02 0.00 0.01
C 6.140 3.390 -1.889 -0.04 0.00 0.01
C 5.599 2.301 -4.059 -0.03 -0.03 0.01
H 7.075 0.404 6.274 -0.01 -0.01 0.00
H 5.355 0.025 6.329 0.01 0.00 0.00
H 5.911 1.469 5.476 0.01 -0.01 0.01
H 7.532 -1.916 5.342 -0.01 0.00 0.00
H 6.750 -2.446 3.848 0.00 0.00 0.01
H 5.807 -2.295 5.336 0.01 0.01 0.00
H 8.395 0.175 4.272 0.00 -0.01 -0.01
H 7.336 1.221 3.329 0.02 -0.01 0.01
H 7.742 -0.407 2.745 0.00 0.02 0.00
H 3.768 -1.065 5.195 0.00 0.03 0.00
H 1.705 -0.890 3.875 0.00 0.03 0.01
H 5.899 0.343 1.763 -0.01 -0.01 0.01
H 5.666 1.354 0.038 -0.02 0.02 0.00
H 3.457 1.066 -3.615 0.00 0.02 0.01
H 1.615 0.082 -2.311 -0.01 0.06 0.00
H 7.444 1.022 -1.428 -0.01 -0.01 -0.01
H 7.970 1.638 -2.996 0.00 0.00 0.02
H 6.972 0.181 -2.912 0.01 0.01 0.00
H 6.422 3.265 -0.843 -0.01 0.01 -0.01
H 5.251 4.023 -1.930 0.02 0.00 0.00
H 6.954 3.912 -2.394 0.00 0.00 0.01
H 5.476 1.370 -4.617 -0.01 0.01 0.00
H 6.439 2.840 -4.498 0.00 -0.01 -0.01
H 4.704 2.912 -4.195 0.01 0.00 -0.01
C -1.104 7.082 -2.270 -0.01 -0.01 -0.02
C -0.192 6.252 -3.184 0.03 -0.07 0.08
C -0.710 6.367 -4.616 0.00 0.03 -0.01
C 1.233 6.821 -3.133 0.00 -0.02 -0.01
C -0.174 4.802 -2.695 -0.01 0.02 -0.04
C 0.237 4.506 -1.401 -0.07 0.01 -0.10
C 0.204 3.198 -0.982 0.04 -0.19 0.12
Br 0.755 2.890 0.838 0.09 0.36 0.06
C -0.216 2.080 -1.735 -0.05 0.17 -0.15
O -0.287 0.872 -1.227 0.20 0.14 0.34
C -0.566 2.387 -3.075 -0.03 -0.04 -0.06
C -0.556 3.723 -3.483 0.06 -0.01 -0.01
C -1.048 1.358 -4.120 0.00 0.01 -0.02
C -2.574 1.480 -4.240 -0.02 0.00 0.06
C -0.708 -0.110 -3.829 0.05 0.05 0.04
C -0.418 1.673 -5.492 -0.05 0.01 -0.01
H -1.134 8.121 -2.607 0.01 -0.01 0.01
H -0.753 7.074 -1.236 -0.01 0.01 -0.01
H -2.122 6.687 -2.283 0.00 0.01 0.01
H -0.714 7.418 -4.913 0.00 -0.02 -0.01
H -1.733 5.994 -4.705 0.02 0.00 -0.01
H -0.077 5.825 -5.321 -0.02 0.01 0.01
H 1.239 7.861 -3.466 0.00 -0.01 0.01
H 1.897 6.248 -3.785 0.00 0.01 0.01
H 1.641 6.788 -2.122 0.00 0.01 -0.02
H 0.561 5.281 -0.719 0.01 -0.01 -0.01
H -0.873 3.931 -4.494 0.01 -0.02 0.02
H -3.059 1.168 -3.310 0.01 0.03 -0.02
H -2.944 0.848 -5.051 -0.01 -0.01 0.02
H -2.872 2.510 -4.446 0.00 -0.01 0.00
H -1.016 -0.432 -2.841 -0.03 -0.02 -0.03
H 0.366 -0.288 -3.932 -0.01 -0.01 0.01
H -1.210 -0.732 -4.575 0.05 0.01 -0.03
H -0.864 2.544 -5.973 0.03 0.00 0.01
H -0.567 0.825 -6.163 -0.02 0.02 -0.01
H 0.656 1.848 -5.397 -0.01 -0.02 -0.01
C 0.098 -3.098 -1.102 -0.09 0.08 -0.08
O -1.229 -2.600 -1.278 0.17 0.00 -0.20
H 0.720 -2.600 -1.845 0.01 0.00 -0.03
H 0.138 -4.177 -1.256 -0.01 -0.04 0.01
H 0.498 -2.875 -0.107 0.00 0.01 0.04
C -2.460 -8.716 2.009 0.03 0.07 -0.07
C -2.243 -7.328 1.471 -0.01 -0.05 0.03
C -1.509 -6.386 2.172 0.00 0.00 0.02
C -1.376 -5.077 1.721 0.06 0.03 -0.01
C -0.442 -4.170 2.476 -0.05 -0.02 -0.01
C -2.035 -4.690 0.553 -0.10 -0.11 0.02
As -2.351 -2.850 0.069 -0.30 -0.01 0.23
N -2.108 -1.612 1.283 0.02 -0.23 -0.35
C -2.979 -0.495 1.082 0.03 -0.02 0.04
C -3.046 0.198 -0.133 0.14 0.11 0.06
C -3.820 1.343 -0.269 0.00 -0.02 0.04
C -4.561 1.819 0.802 0.02 -0.03 -0.02
C -4.543 1.115 1.999 0.03 0.01 -0.02
C -3.773 -0.030 2.136 -0.08 0.03 0.01
C -4.193 -2.750 -0.501 0.07 0.16 -0.13
C -5.112 -3.039 0.522 -0.03 -0.04 0.02
C -4.743 -3.583 1.884 0.02 0.02 -0.06
C -6.464 -2.854 0.260 -0.03 -0.03 0.04
C -6.925 -2.388 -0.963 -0.08 0.00 0.01
C -8.395 -2.192 -1.218 0.07 -0.02 -0.02
C -5.992 -2.119 -1.951 0.01 0.01 -0.05
C -4.628 -2.289 -1.750 0.07 -0.03 -0.02
C -3.726 -1.981 -2.919 -0.01 0.00 0.08
C -2.680 -5.661 -0.247 0.11 0.03 -0.04
C -3.225 -5.393 -1.632 -0.02 0.00 0.09
C -2.764 -6.958 0.234 -0.05 -0.04 0.02
H -1.843 -8.904 2.886 0.00 -0.01 -0.01
H -2.233 -9.470 1.255 0.01 0.00 0.01
H -3.505 -8.847 2.295 0.01 -0.01 0.01
H -1.020 -6.671 3.098 0.01 0.00 -0.02
H 0.575 -4.561 2.400 0.00 0.00 -0.01
H -0.695 -4.136 3.535 -0.01 0.02 0.03
H -0.449 -3.157 2.082 -0.01 0.06 0.03
H -2.440 -0.140 -0.966 -0.02 0.02 -0.01
H -3.828 1.874 -1.214 0.01 -0.01 0.01
H -5.148 2.724 0.707 -0.02 -0.02 -0.01
H -5.137 1.457 2.838 0.00 -0.01 -0.01
H -3.807 -0.576 3.070 0.03 -0.03 -0.01
H -3.795 -3.194 2.257 -0.04 0.03 0.02
H -4.672 -4.674 1.856 0.03 0.01 0.00
H -5.515 -3.317 2.605 -0.01 -0.01 -0.01
H -7.177 -3.072 1.047 0.00 0.00 0.00
H -8.973 -2.290 -0.301 0.00 0.01 -0.01
H -8.762 -2.934 -1.929 0.00 0.00 0.01
H -8.588 -1.207 -1.646 0.00 0.00 0.01
H -6.326 -1.753 -2.917 -0.01 -0.01 0.01
H -3.980 -2.630 -3.761 -0.01 0.00 0.00
H -2.672 -2.110 -2.702 -0.03 0.01 -0.02
H -3.878 -0.952 -3.247 -0.02 -0.03 0.01
H -2.646 -4.634 -2.159 -0.03 0.01 -0.01
H -4.263 -5.066 -1.603 -0.01 -0.01 -0.01
H -3.184 -6.311 -2.215 0.04 0.00 0.00
H -3.259 -7.706 -0.376 0.00 0.02 0.01
Se -1.301 -1.214 3.989 -0.02 -0.23 0.28
N -0.715 0.380 3.453 -0.06 0.03 0.19
C -0.906 1.214 4.466 0.00 0.16 0.03
C -0.554 2.603 4.466 -0.04 -0.11 -0.05
C -0.821 3.340 5.567 -0.03 0.04 0.11
C -1.447 2.776 6.732 0.02 0.08 -0.06
C -1.794 1.472 6.782 0.03 -0.12 -0.07
C -1.514 0.641 5.648 0.06 0.00 0.07
N -1.754 -0.660 5.597 0.09 0.25 -0.03
H -0.093 3.044 3.593 -0.03 -0.03 -0.02
H -0.561 4.391 5.574 -0.02 -0.01 0.03
H -1.644 3.417 7.581 0.01 0.02 -0.02
H -2.264 1.031 7.650 0.01 -0.01 0.00